The following is a DFT calculation (ωB97M-V/def2-TZVPD) of C19H42NO2P3SSc as an isolated structure at a distorted geometry.

Geometry (Å):
Sc: 0.11 0.28 0.55
P: 1.62 -2.14 0.72
P: 1.08 0.26 -2.44
P: -1.13 -0.86 2.62
H: -5.23 2.49 -2.70
C: -5.26 2.67 -1.63
C: -4.43 3.50 -1.01
H: -3.75 4.10 -1.59
C: 0.79 -3.63 0.04
C: 3.27 -2.32 -0.07
C: 2.14 -2.73 2.39
C: 0.77 1.61 -3.60
C: 2.86 0.28 -2.05
C: 0.61 -1.34 -3.14
C: -2.72 -0.05 3.00
C: -0.32 -0.86 4.26
C: -1.69 -2.60 2.49
H: -6.02 2.11 -1.10
H: -4.42 3.66 0.06
H: 1.39 -4.52 0.24
H: 0.67 -3.51 -1.04
H: -0.20 -3.74 0.50
H: 3.78 -3.19 0.35
H: 3.85 -1.42 0.14
H: 3.17 -2.46 -1.16
H: 2.96 -3.46 2.27
H: 1.33 -3.21 2.94
H: 2.52 -1.88 2.96
H: 1.65 1.71 -4.23
H: 0.63 2.52 -2.99
H: -0.14 1.48 -4.19
H: 3.38 -0.65 -2.33
H: 3.09 0.45 -0.99
H: 3.34 1.09 -2.62
H: 0.87 -1.38 -4.20
H: -0.47 -1.50 -3.04
H: 1.13 -2.15 -2.62
H: -3.26 -0.63 3.75
H: -3.34 0.03 2.10
H: -2.55 0.97 3.38
H: -1.01 -1.24 5.02
H: -0.03 0.16 4.52
H: 0.58 -1.49 4.26
H: -2.46 -2.78 3.25
H: -0.87 -3.31 2.64
H: -2.12 -2.77 1.49
C: -2.44 1.44 -1.15
C: -3.15 0.22 -1.08
C: -3.58 -0.36 -2.27
C: -3.54 0.34 -3.47
C: -2.89 1.58 -3.53
C: -2.34 2.13 -2.39
S: -1.68 2.17 0.22
H: 0.00 0.78 -1.49
H: -3.38 -0.22 -0.10
H: -4.05 -1.34 -2.22
H: -4.01 -0.04 -4.38
H: -2.91 2.17 -4.44
H: -1.97 3.17 -2.38
N: 5.04 2.28 2.41
C: 3.54 2.49 2.41
C: 2.99 1.35 1.56
O: 3.84 0.68 0.94
O: 1.71 1.13 1.50
H: 5.21 1.60 1.62
H: 5.29 1.83 3.31
H: 5.60 3.14 2.35
H: 3.19 2.43 3.43
H: 3.31 3.46 1.96

Output
- E (eV) = -85347.670
- E_LUMO (Eh) = -0.358
- E_HOMO (eV) = -15.3900
- net charge = +3
- energy above the lowest of the compared OMol25 structures with the same formula, charge and spin (kJ/mol) = 0.0

How positive or negative is each atom? The natural (NBO) charges in e answer that: 1.68 0.69 1.24 0.70 0.19 -0.37 -0.41 0.19 -0.92 -0.92 -0.91 -0.94 -0.98 -0.95 -0.91 -0.92 -0.92 0.21 0.21 0.27 0.24 0.25 0.27 0.26 0.23 0.27 0.25 0.24 0.28 0.28 0.31 0.30 0.30 0.30 0.31 0.30 0.27 0.26 0.26 0.27 0.28 0.25 0.25 0.28 0.24 0.25 -0.23 -0.28 -0.14 -0.22 -0.21 -0.26 -0.26 -0.03 0.23 0.23 0.25 0.25 0.25 -0.69 -0.33 0.81 -0.65 -0.88 0.48 0.45 0.46 0.27 0.28